# C25H34AuN4O2S

A molecular structure, C25H34AuN4O2S (ωB97M-V/def2-TZVPD, the Open Molecules 2025 dataset).

Last column: natural (NBO) charge in e.
Element x y z (Å)
Au  1.66869  -0.11855  2.71808  1.490
O  -0.04715  0.15409  3.64493  -0.685
C  -1.03485  -0.71153  3.50128  0.404
C  -2.32987  -0.22542  3.74304  -0.282
C  -3.42179  -1.05484  3.67192  -0.123
C  -3.29106  -2.41902  3.35926  -0.267
C  -2.04185  -2.91454  3.11956  -0.127
C  -0.89693  -2.08437  3.17633  -0.206
C  0.35976  -2.69082  2.91543  0.221
N  1.49392  -2.07884  2.86087  -0.509
C  2.79284  -2.70863  2.59668  -0.239
C  3.44450  -1.96954  1.44211  -0.248
N  3.31422  -0.51477  1.68938  -0.517
C  3.79567  0.33571  0.84240  0.230
C  3.55030  1.72886  0.78853  -0.273
C  4.23955  2.46684  -0.21018  -0.120
C  4.10201  3.81827  -0.31610  -0.269
C  3.27209  4.48372  0.60911  -0.134
C  2.59077  3.80323  1.58400  -0.235
C  2.67681  2.40148  1.68326  0.409
O  1.95851  1.83422  2.62499  -0.683
H  -2.42734  0.82358  3.98884  0.239
H  -4.40681  -0.64396  3.85688  0.227
H  -4.15803  -3.06254  3.31961  0.232
H  -1.91097  -3.96329  2.87832  0.217
H  0.37464  -3.77054  2.77378  0.210
H  2.67547  -3.76881  2.37342  0.228
H  3.40382  -2.60637  3.49527  0.224
H  2.92305  -2.20742  0.51171  0.227
H  4.49375  -2.25015  1.35077  0.231
H  4.47646  -0.06536  0.09166  0.206
H  4.89544  1.93170  -0.88807  0.216
H  4.62772  4.37052  -1.08170  0.232
H  3.16922  5.56010  0.55146  0.228
H  1.95389  4.31280  2.29441  0.233
C  -3.14187  -2.57894  -0.97798  -0.619
C  -3.50376  -1.37101  -1.83920  -0.399
C  -3.97616  -0.16912  -1.02247  -0.404
C  -2.88969  0.43097  -0.13766  -0.230
N  -1.81250  1.00387  -0.94130  -0.587
C  -0.52104  0.66821  -0.88958  0.364
S  0.07438  -0.54836  0.14196  -0.457
N  0.32242  1.33529  -1.69380  -0.587
C  -0.04869  2.26570  -2.75415  -0.233
C  -0.69489  1.61963  -3.98100  -0.413
C  0.24677  0.78868  -4.85337  -0.399
C  0.69510  -0.53798  -4.24057  -0.606
H  -2.91852  -3.44599  -1.60102  0.217
H  -3.97113  -2.84788  -0.31836  0.201
H  -2.26387  -2.38278  -0.35940  0.212
H  -4.29224  -1.64627  -2.54223  0.213
H  -2.63674  -1.08270  -2.44277  0.193
H  -4.80637  -0.46809  -0.37667  0.215
H  -4.36629  0.60600  -1.69077  0.202
H  -2.44728  -0.32260  0.50795  0.242
H  -3.30247  1.21526  0.50030  0.204
H  -2.08790  1.71541  -1.59997  0.400
H  1.27209  1.01258  -1.64533  0.415
H  0.86674  2.78129  -3.04598  0.221
H  -0.70643  3.03454  -2.33804  0.198
H  -1.11520  2.42907  -4.58325  0.222
H  -1.53608  0.99202  -3.66801  0.199
H  1.12009  1.39292  -5.11770  0.198
H  -0.27337  0.57741  -5.78949  0.216
H  1.39015  -0.40523  -3.41060  0.190
H  1.19813  -1.15310  -4.98731  0.221
H  -0.15984  -1.10458  -3.86349  0.207

Force components x, y, z for each atom (eV/Å):
0.116 0.090 0.361
-0.230 0.093 0.041
0.109 0.097 0.088
-0.046 0.061 0.064
-0.032 -0.047 -0.036
-0.029 0.101 0.033
0.083 -0.007 -0.025
-0.021 0.003 -0.095
0.174 -0.091 0.217
0.039 -0.098 -0.416
-0.055 -0.054 0.118
0.039 0.039 -0.029
-0.216 -0.240 -0.388
0.213 -0.110 0.067
-0.102 0.014 -0.073
0.007 -0.078 0.039
-0.081 0.082 0.061
0.059 -0.009 -0.051
-0.053 0.061 0.006
0.046 -0.086 0.200
-0.161 0.180 -0.204
-0.025 -0.020 0.003
0.014 -0.005 0.020
-0.007 0.021 -0.017
0.026 0.019 -0.006
0.034 -0.009 0.057
-0.041 -0.006 -0.029
-0.017 -0.030 0.020
-0.006 0.035 0.002
0.017 0.038 0.015
0.061 0.004 0.049
-0.020 -0.014 0.020
0.001 0.012 0.023
-0.002 -0.007 -0.003
0.004 0.010 -0.029
-0.011 0.000 -0.016
0.014 -0.020 0.079
0.061 -0.026 -0.023
-0.010 0.009 -0.076
-0.047 -0.022 0.080
-0.071 0.022 0.109
0.148 -0.034 -0.288
-0.005 -0.008 -0.040
-0.009 -0.053 0.029
0.039 -0.016 0.000
-0.020 -0.045 0.065
0.007 0.025 -0.022
0.004 0.010 0.011
0.005 0.001 -0.014
-0.017 0.005 -0.003
0.002 0.005 -0.007
-0.014 -0.004 -0.026
-0.016 0.013 -0.009
-0.014 -0.001 0.020
0.025 0.007 0.035
-0.002 0.009 -0.003
0.011 0.011 0.011
0.035 0.001 0.018
-0.005 0.016 -0.003
0.017 0.018 0.018
-0.007 -0.006 0.002
-0.016 0.018 -0.019
-0.006 0.001 -0.026
0.017 0.011 -0.019
-0.017 -0.007 0.000
-0.008 0.008 0.009
0.010 0.004 0.002

Values from the calculation:
2S+1 ... 1
Energy above the lowest of the compared OMol25 structures with the same formula, charge and spin ... 0.000 eV
Kohn-Sham gap ... 7.2 eV
Charge ... +1

# C25H34BBeClF17LiMgN3O18SV2

A molecular structure, C25H34BBeClF17LiMgN3O18SV2 at a distorted geometry (ωB97M-V/def2-TZVPD, the Open Molecules 2025 dataset).

Last column: Löwdin charge in e.
Element x y z (Å)
F  1.73149  -2.61687  2.86222  0.205
C  0.54284  -3.13672  3.10875  -0.546
F  -0.31123  -2.26037  3.60489  0.193
F  0.72245  -4.08707  4.04200  0.166
C  -0.08967  -3.86776  1.86357  -0.354
F  -1.39340  -3.94952  2.13355  0.184
F  0.48314  -5.06888  1.76195  0.170
C  0.16326  -3.06113  0.54051  -0.342
F  1.43869  -3.29422  0.20398  0.156
F  -0.03995  -1.77889  0.89599  0.163
C  -0.86288  -3.40762  -0.56504  -0.323
F  -1.99280  -2.75201  -0.27249  0.174
F  -1.17851  -4.71149  -0.47104  0.170
C  -0.50020  -3.11337  -2.07469  -0.331
F  -1.57604  -2.57353  -2.64835  0.197
F  -0.27088  -4.28638  -2.67785  0.178
C  0.69196  -2.18793  -2.40391  -0.254
F  0.82576  -1.15885  -1.58511  0.197
F  1.88851  -2.97388  -2.46683  -0.028
C  0.68974  -1.57430  -3.84480  -0.412
F  -0.04040  -0.47136  -3.86777  0.203
F  0.29862  -2.44814  -4.76879  0.195
C  2.17601  -1.25086  -4.14097  -0.319
F  2.81866  -0.81934  -2.91312  -0.136
F  2.74139  -2.42657  -4.60042  0.039
B  2.45716  -0.11992  -5.28045  -0.385
C  2.63695  1.34918  -4.56923  -0.179
C  4.10018  1.52969  -4.14076  -0.307
C  4.91142  2.54801  -4.95639  -0.258
C  4.77607  3.99053  -4.46181  -0.450
S  3.16484  4.74173  -4.78238  1.011
C  3.57489  6.17109  -5.70403  -0.733
N  4.56214  6.30434  -6.49744  0.053
N  4.46542  7.61277  -6.93761  0.049
C  3.46190  8.15318  -6.38951  -0.175
O  2.81084  7.25400  -5.55872  0.028
H  3.50388  -0.41625  -5.82920  0.101
H  1.59773  -0.15765  -6.08054  0.069
H  2.37129  2.07746  -5.33576  0.065
H  1.96224  1.52527  -3.72193  0.094
H  4.10431  1.83177  -3.08477  0.110
H  4.55110  0.51430  -4.24395  -0.051
H  4.66057  2.47657  -6.02101  0.100
H  5.96917  2.24599  -4.86730  0.096
H  5.53078  4.60619  -4.95330  0.075
H  5.02101  3.99242  -3.39715  0.080
H  3.16318  9.18365  -6.53234  0.069
Mg  3.69170  -2.31547  -2.21564  0.922
O  1.98877  1.00799  -7.54634  -0.385
Cl  2.32676  1.61513  -8.80896  0.667
O  3.64244  2.27167  -8.64593  -0.478
O  1.36512  2.59555  -9.19702  -0.312
O  2.45425  0.60347  -9.83189  -0.361
Li  5.50313  1.13529  -8.63847  0.858
O  4.02923  -5.28923  3.14420  0.034
C  3.17637  -6.14561  3.35529  -0.297
C  4.04534  -7.60123  4.06327  -0.279
O  3.18141  -8.45161  4.23888  0.045
H  2.62838  -6.57154  2.49427  0.120
H  2.38900  -5.93824  4.10142  0.115
H  4.55884  -7.15829  4.93643  0.128
H  4.84390  -7.78204  3.32069  0.127
Be  6.05082  -0.48226  -3.44959  0.643
C  8.41966  -2.90062  -5.68932  -0.977
O  8.73164  -4.05839  -5.38180  0.074
O  7.45599  -2.24563  -5.15948  -0.070
O  9.00137  -2.20716  -6.57673  0.067
O  3.20579  11.25360  -6.77035  -0.663
V  2.82842  11.59290  -8.39215  0.947
O  2.43864  11.84964  -10.01428  -0.670
O  -2.59145  1.08464  2.55462  0.051
C  -2.28759  0.15621  3.29519  -0.294
C  -3.32276  0.31468  4.79777  -0.280
O  -3.00174  -0.59840  5.55410  0.021
H  -1.25696  0.11425  3.69323  0.118
H  -2.49062  -0.87783  2.95582  0.117
H  -4.35493  0.33208  4.39942  0.125
H  -3.15326  1.35638  5.12611  0.132
O  5.10262  10.60403  -2.77284  -0.627
V  4.89610  8.93704  -2.82831  0.999
O  4.72323  7.25710  -2.80866  -0.629
C  -9.14738  1.77434  8.43451  -0.115
O  -9.53474  0.55500  7.83000  -0.194
C  -9.17362  0.44914  6.45714  -0.216
C  -8.07367  -0.57554  6.25955  -0.214
N  -6.80316  -0.10144  6.79680  -0.046
C  -5.76164  -1.12688  6.87334  -0.208
C  -6.00709  -2.33586  7.77291  -0.218
O  -6.03666  -2.03873  9.15753  -0.174
C  -7.28226  -1.57985  9.64956  -0.100
H  -9.62388  1.82547  9.41242  0.088
H  -8.06318  1.82462  8.57987  0.076
H  -9.47830  2.63192  7.84205  0.088
H  -8.89307  1.41872  6.03663  0.122
H  -10.06538  0.10109  5.92845  0.121
H  -7.95834  -0.77224  5.18949  0.123
H  -8.39798  -1.50391  6.74642  0.104
H  -6.95791  0.26055  7.72806  0.066
H  -4.86040  -0.62706  7.23161  0.108
H  -5.54430  -1.47833  5.86056  0.111
H  -5.15758  -3.00998  7.63704  0.123
H  -6.89579  -2.90751  7.47959  0.112
H  -8.12608  -2.03314  9.12373  0.089
H  -7.34645  -0.48977  9.59631  0.070
H  -7.34444  -1.85597  10.70277  0.088

Force components x, y, z for each atom (eV/Å):
-0.067 0.511 -0.211
-0.103 -1.409 0.353
0.267 0.556 -0.113
-0.085 0.055 0.092
0.583 0.972 0.095
-0.199 -0.455 -0.250
-0.249 -0.319 -0.086
-1.049 -0.418 1.510
0.190 0.305 -0.619
0.538 0.319 -0.389
-0.617 -0.225 -0.066
0.106 0.479 0.021
0.523 -0.271 -0.085
0.186 -0.432 -0.023
-0.084 0.353 0.059
0.284 -0.150 0.041
-0.914 0.410 -1.831
-0.002 -0.577 0.955
-1.365 -0.864 1.741
1.607 -0.025 0.382
-0.401 -0.039 0.152
-0.577 -0.132 0.160
-0.535 1.887 -4.038
0.042 -0.034 0.322
0.667 -0.354 1.447
-0.157 0.409 0.901
-0.041 -0.344 -0.451
-0.712 0.876 0.087
0.134 -0.555 0.057
0.834 -0.233 -0.325
-0.598 0.027 0.213
-0.004 -1.407 1.076
0.246 0.178 -0.398
1.272 0.310 -0.818
-0.444 -0.306 0.341
-0.102 0.916 -0.295
0.156 -0.274 0.108
-0.674 -0.676 0.364
0.089 0.072 0.079
0.049 -0.019 -0.056
0.506 -0.215 0.034
0.305 0.127 0.101
-0.181 0.012 0.080
0.018 0.361 0.008
-0.180 0.075 -0.015
-0.363 0.327 0.048
-0.391 0.084 0.375
2.466 0.153 -0.358
0.136 0.786 -1.302
-0.732 -0.486 0.100
1.412 -0.250 -0.067
0.243 0.092 0.053
0.325 0.043 0.064
-1.346 0.502 0.059
0.655 -0.646 0.335
-3.692 4.262 -2.254
3.510 -4.034 2.166
-0.567 0.640 -0.350
0.918 -0.943 -0.163
0.771 -0.521 0.998
-0.894 0.816 0.140
-0.707 0.407 -0.892
-0.395 -1.119 -0.005
0.201 0.799 -0.581
-0.180 0.060 0.096
-1.166 -0.059 1.322
0.541 -0.229 -0.292
-0.329 -0.155 -0.803
0.072 0.264 -0.309
0.201 -0.233 1.047
-0.684 0.287 0.720
3.741 -1.283 -4.496
-3.842 1.319 4.510
0.796 -0.279 -0.821
-0.343 0.735 1.066
-1.218 0.016 0.541
0.353 -0.765 -1.061
1.258 0.001 -0.524
0.017 -1.229 0.363
-0.234 0.396 -0.704
0.266 0.797 0.226
-0.066 -0.155 0.071
0.130 0.268 -0.006
-0.227 -0.381 -0.108
0.118 0.181 0.220
-0.044 -0.162 -0.067
-0.086 0.248 0.158
0.271 -0.150 -0.122
-0.180 -0.032 -0.089
0.226 0.020 0.207
-0.023 -0.058 -0.014
0.011 0.151 -0.055
0.068 0.033 -0.003
0.090 0.029 0.100
0.009 0.035 -0.043
0.023 -0.030 0.002
-0.133 -0.046 -0.132
-0.014 0.045 -0.004
0.052 -0.112 -0.003
-0.032 -0.069 0.010
0.017 0.019 0.018
-0.110 0.116 0.056
-0.004 0.070 -0.074
-0.194 -0.003 -0.064
0.038 -0.046 -0.018

Values from the calculation:
2S+1 ... 1
Kohn-Sham gap ... 1.1 eV
Charge ... -1

Number 1: E_tot -51054.24197 eV. Number 2: E_tot -195425.11582 eV.